(1)
86
Properties=species:S:1:pos:R:3:lowdin_charge:R:1 method="wB97M-V/def2-TZVPD" smiles="C[C@H](O)CNCCO[C@@]1(B(O)O)CO[C@H](S(=O)(=O)F)[C@@]1(CCN)CCCc1ccccc1.c1cc[nH]c1.c1cc[nH]c1" homo_lumo_gap_ev=6.67 lumo_energy_ha=-0.040 homo_energy_ev=-7.8
C -5.58548 -0.18399 0.00930 -0.08
C -5.56507 -1.34291 -1.17378 -0.36
O -6.80330 -2.13597 -1.09049 -0.11
C -4.20075 -2.29139 -1.12865 -0.20
N -2.95914 -1.52881 -1.59673 -0.09
C -1.87585 -1.92752 -0.61620 -0.20
C -0.36432 -1.54192 -1.22259 -0.15
O 0.33416 -0.51336 -0.47045 -0.14
C 1.54660 -0.95740 0.21567 -0.23
B 1.12907 -2.09971 1.37238 -0.37
O 0.13618 -1.87771 2.44139 0.06
O 1.75731 -3.46568 1.31366 0.02
C 2.69803 -1.40993 -0.90821 -0.08
O 3.04695 -0.08800 -1.47664 -0.18
C 2.58088 1.08598 -0.66531 -0.22
S 3.90880 2.36682 -0.93534 0.94
O 4.01879 3.46296 0.15028 -0.33
O 3.50420 3.13125 -2.25805 -0.37
F 5.48040 1.69469 -1.30849 -0.25
C 2.43755 0.33139 0.82058 -0.21
C 3.94414 -0.14467 1.31439 -0.09
C 4.51954 0.61924 2.64073 -0.24
N 5.44904 1.80333 2.29861 -0.03
C 1.42892 1.02820 1.90659 -0.11
C 1.74821 2.59517 2.26858 -0.18
C 1.00411 3.68717 1.26051 -0.17
C -0.55559 4.00299 1.74136 -0.14
C -1.71382 3.86299 0.57894 -0.04
C -3.31710 4.09854 0.91274 -0.08
C -3.77196 4.47963 2.44196 -0.09
C -2.61303 4.66755 3.59767 -0.07
C -1.00653 4.43358 3.25855 -0.03
H -6.65431 0.01541 0.44251 0.09
H -5.16058 0.80791 -0.49266 0.08
H -4.81935 -0.45800 0.87008 0.08
H -5.53313 -0.77718 -2.21891 0.16
H -6.76974 -2.64981 -0.22722 0.10
H -4.42267 -3.25045 -1.79841 0.14
H -3.98053 -2.70220 -0.03380 0.11
H -3.17794 -0.52153 -1.38916 0.10
H -1.86730 -3.11943 -0.55254 0.13
H -2.00523 -1.43853 0.44212 0.13
H 0.21482 -2.53084 -1.44188 0.13
H -0.60559 -1.07206 -2.29471 0.15
H -0.16053 -2.80315 2.74754 0.13
H 1.12224 -3.97434 0.69659 0.13
H 2.30217 -1.96677 -1.88779 0.15
H 3.54455 -2.14325 -0.57207 0.15
H 1.61684 1.66379 -1.06823 0.17
H 4.00437 -1.31137 1.56350 0.14
H 4.77594 0.00246 0.46981 0.13
H 3.72755 0.90599 3.45074 0.11
H 5.24693 -0.16393 3.17518 0.12
H 5.68758 1.80840 1.28336 0.04
H 5.04212 2.70477 2.62863 0.06
H 1.57721 0.42820 2.92860 0.13
H 0.28917 0.95943 1.66189 0.14
H 1.24363 2.78662 3.33461 0.11
H 2.87926 2.85695 2.41087 0.08
H 1.61888 4.70241 1.38834 0.13
H 1.03868 3.38754 0.13101 0.09
H -1.40617 3.58737 -0.52865 0.09
H -4.06720 3.97188 0.01306 0.08
H -4.92567 4.61131 2.67841 0.08
H -2.97945 4.96266 4.68212 0.08
H -0.19946 4.57720 4.11054 0.09
N 4.87126 2.47292 -5.21715 0.01
C 6.14475 1.97807 -5.10812 -0.14
C 6.51121 1.47191 -6.33519 -0.12
C 5.42257 1.67395 -7.21683 -0.13
C 4.42467 2.29655 -6.50096 -0.14
H 4.34390 2.90196 -4.46785 0.11
H 6.67914 2.02691 -4.16884 0.10
H 7.46054 1.00841 -6.57028 0.09
H 5.37224 1.39585 -8.26164 0.09
H 3.43716 2.62711 -6.79409 0.10
N -5.30207 -4.84769 2.11022 -0.01
C -4.24022 -5.66226 2.40602 -0.15
C -4.51738 -6.91828 1.91429 -0.11
C -5.78858 -6.85758 1.29493 -0.11
C -6.24886 -5.56671 1.42809 -0.15
H -5.37519 -3.86897 2.35595 0.14
H -3.38132 -5.27985 2.94106 0.10
H -3.87303 -7.78436 1.99210 0.09
H -6.31162 -7.66807 0.80400 0.09
H -7.16720 -5.09983 1.09787 0.10



(2)
50
Properties=species:S:1:pos:R:3:nbo_charge:R:1 method="wB97M-V/def2-TZVPD" homo_lumo_gap_ev=9.98 lumo_energy_ha=0.008 homo_energy_ev=-9.8
C 3.63251 -1.74552 0.96881 -0.62
C 3.92303 -0.59111 -0.00878 -0.43
C 3.43532 0.75626 0.49498 -0.08
O 1.98782 0.79063 0.56938 -0.74
S 1.26163 1.44109 -0.73615 1.76
O 1.00583 2.83141 -0.48666 -0.91
O -0.17538 0.71168 -0.45157 -0.70
C -0.19199 -0.69996 -0.58734 -0.21
C -0.88239 -1.36162 0.60186 0.48
O -0.69474 -2.47871 0.93768 -0.50
I -2.40625 -0.17184 1.56065 0.05
H 4.45778 -2.45684 0.99606 0.22
H 3.47388 -1.37247 1.98343 0.21
H 2.73344 -2.29831 0.68904 0.21
H 3.42958 -0.78612 -0.96635 0.20
H 4.99603 -0.50458 -0.19362 0.22
H 3.80106 1.57770 -0.13032 0.19
H 3.77304 0.94399 1.51582 0.20
H 0.80858 -1.12427 -0.68847 0.22
H -0.77708 -0.97251 -1.47478 0.23
C -3.00059 -3.15397 -7.24819 -0.64
C -1.56633 -3.53484 -6.95771 -0.07
O -1.15564 -3.11225 -5.64297 -0.50
C -1.56715 -3.88702 -4.64154 0.98
O -2.19614 -4.90840 -4.73916 -0.64
O -1.14476 -3.34431 -3.49595 -0.50
C -1.52245 -4.06834 -2.32087 -0.26
H -3.14419 -2.08112 -7.11583 0.21
H -3.24646 -3.41164 -8.27862 0.22
H -3.68587 -3.68352 -6.58833 0.23
H -0.88088 -3.02062 -7.62845 0.19
H -1.40850 -4.60884 -7.05164 0.20
H -1.20467 -5.10660 -2.37924 0.20
H -2.60069 -4.02075 -2.17378 0.19
H -1.02531 -3.57164 -1.49191 0.19
C 0.09633 2.62812 3.21372 -0.64
C 0.50575 4.06982 3.39931 -0.07
O -0.54373 4.85320 4.00334 -0.49
C -0.66553 4.72593 5.32018 0.98
O 0.04114 4.07396 6.04708 -0.65
O -1.70367 5.46805 5.71780 -0.50
C -1.95506 5.42600 7.12457 -0.25
H -0.82513 2.56946 2.63502 0.22
H 0.87471 2.09204 2.67454 0.22
H -0.06391 2.13809 4.17449 0.22
H 0.67930 4.54483 2.43589 0.20
H 1.40744 4.16120 4.00510 0.19
H -1.06251 5.69742 7.68450 0.19
H -2.27973 4.43002 7.42254 0.19
H -2.74746 6.14685 7.30245 0.19



(3)
45
Properties=species:S:1:pos:R:3:nbo_charge:R:1 method="wB97M-V/def2-TZVPD" charge=-1 homo_lumo_gap_ev=6.25 lumo_energy_ha=0.081 homo_energy_ev=-4.1
C 5.14807 1.57139 -1.33202 -0.47
C 3.95349 2.22942 -1.74913 -0.17
C 2.97816 1.68073 -2.93451 -0.25
N 2.05747 0.60714 -2.55492 -0.68
C 0.97239 0.94061 -1.60757 0.01
C -0.29216 0.05867 -2.06319 -0.42
C -0.45955 -1.37189 -1.37898 -0.17
C -1.15795 -1.32491 0.09221 -0.63
Cl 1.02295 -2.45905 -1.44087 -0.10
C 0.59479 2.49236 -1.59296 -0.43
C -0.70804 2.88812 -0.76427 -0.20
C -0.36478 3.86383 0.49369 -0.63
Br -2.11470 3.82627 -1.85505 -0.10
C 1.51872 0.59914 -0.12177 0.72
O 2.63847 -0.00027 0.08999 -0.73
O 0.79868 0.91511 1.03771 -0.85
H 6.11906 2.18966 -1.38485 0.18
H 5.16260 0.50329 -0.90327 0.24
H 3.66105 3.19109 -1.18808 0.19
H 3.72477 1.21501 -3.68636 0.20
H 2.51070 2.55140 -3.53094 0.20
H 2.48280 -0.30941 -2.40857 0.41
H -0.13742 -0.14840 -3.19051 0.23
H -1.30294 0.58055 -1.99494 0.22
H -1.24614 -1.92415 -2.02220 0.20
H -2.17881 -1.85885 0.05012 0.19
H -0.55106 -1.90615 0.87430 0.23
H -1.39013 -0.25274 0.41342 0.25
H 1.43439 3.18837 -1.24795 0.23
H 0.39271 2.78689 -2.69401 0.21
H -1.21727 1.97105 -0.31041 0.25
H 0.76942 3.96978 0.65896 0.22
H -0.77432 3.37161 1.43389 0.24
H -0.81246 4.89377 0.27519 0.20
C -3.42286 -4.12435 4.47518 -0.10
C -2.00851 -3.90201 3.96048 -0.10
O -2.14453 -3.78077 2.54547 -0.67
S -3.57540 -3.09590 2.20729 2.52
O -3.36706 -1.69696 1.99713 -0.87
O -4.26638 -3.92971 1.27097 -0.89
O -4.25337 -3.28781 3.67029 -0.68
H -3.73827 -5.16129 4.32759 0.18
H -3.52470 -3.86123 5.52858 0.21
H -1.33959 -4.72447 4.21336 0.21
H -1.59225 -2.96490 4.34155 0.20



(4)
14
Properties=species:S:1:pos:R:3:nbo_charge:R:1 method="wB97M-V/def2-TZVPD" homo_lumo_gap_ev=7.84 lumo_energy_ha=0.025 relative_energy_kcal_mol=130.6 homo_energy_ev=-7.2
C 2.24883 0.18594 0.08107 0.30
C 0.17216 -0.90279 -0.04713 0.18
C 3.53265 0.29913 0.05529 -0.53
C -1.90355 0.42848 0.68043 -0.42
C -2.01376 0.15439 -0.80484 -0.37
C -1.27166 -0.79852 0.12740 -0.35
N 1.08528 -0.13395 0.21092 -0.39
H 4.06936 1.12839 0.51136 0.22
H 4.12452 -0.44552 -0.57255 0.22
H -1.12820 1.21510 1.01347 0.23
H -2.80449 0.19727 1.26590 0.23
H -2.90122 -0.26955 -1.23206 0.22
H -1.56196 0.74758 -1.47866 0.21
H -1.64796 -1.80594 0.18941 0.24



(5)
54
Properties=species:S:1:pos:R:3:nbo_charge:R:1 method="wB97M-V/def2-TZVPD" smiles="O=C(NC[C@H]1CCCO1)c1cc(NS(=O)(=O)c2cccs2)cc(NS(=O)(=O)c2cccs2)c1" homo_lumo_gap_ev=8.86 lumo_energy_ha=0.001 relative_energy_kcal_mol=0.0 homo_energy_ev=-8.8
O -1.37853 -1.96726 1.16967 -0.63
C -0.49804 -1.13161 1.10399 0.66
N 0.75538 -1.31028 1.57183 -0.61
H 1.44869 -0.60348 1.37649 0.41
C 1.29318 -2.58449 1.97439 -0.24
H 0.46184 -3.25191 2.20525 0.24
H 1.90728 -2.43959 2.86727 0.20
C 2.15488 -3.18182 0.84710 0.09
H 2.74311 -4.01481 1.26094 0.18
C 1.32494 -3.65554 -0.36552 -0.45
H 1.54983 -4.69787 -0.58897 0.21
H 0.25880 -3.56602 -0.16998 0.23
C 1.77660 -2.74237 -1.50802 -0.43
H 1.10570 -1.88962 -1.60990 0.21
C 3.14927 -2.27472 -1.02846 -0.08
H 3.92226 -3.01301 -1.28535 0.16
O 3.04115 -2.16933 0.38077 -0.56
H 3.43121 -1.29759 -1.42333 0.22
H 1.83307 -3.25680 -2.46392 0.22
C -0.71242 0.22939 0.51572 -0.01
C -1.88346 0.91445 0.79564 -0.28
C -2.12807 2.14310 0.18758 0.18
C -1.15781 2.71580 -0.63086 -0.32
C 0.03023 2.03811 -0.88173 0.26
C 0.23667 0.77471 -0.33932 -0.34
H 1.12213 0.23109 -0.62137 0.24
N 1.02593 2.59874 -1.67245 -0.86
S 2.64093 2.20187 -1.45549 2.34
O 3.36637 3.30138 -2.00624 -0.92
O 2.89436 0.88460 -1.94836 -0.93
C 2.82407 2.16503 0.30553 -0.56
C 3.25964 1.13557 1.08342 -0.23
C 3.25637 1.47201 2.45504 -0.26
C 2.82098 2.74039 2.67950 -0.38
S 2.40977 3.55713 1.22464 0.50
H 2.71908 3.24805 3.61789 0.25
H 3.56615 0.79788 3.23227 0.24
H 3.57107 0.18419 0.68933 0.27
H 0.88832 3.54966 -1.97500 0.42
H -1.33119 3.68422 -1.07718 0.21
N -3.33975 2.77556 0.40588 -0.84
S -4.74991 1.88537 0.67467 2.33
O -5.79968 2.76203 0.25679 -0.93
O -4.75379 1.37904 2.00796 -0.92
C -4.58795 0.52669 -0.44356 -0.59
C -4.43802 0.58469 -1.79758 -0.20
C -4.27827 -0.69510 -2.36333 -0.27
C -4.30850 -1.68114 -1.42335 -0.39
S -4.53174 -1.07649 0.16293 0.57
H -4.20873 -2.73680 -1.57849 0.24
H -4.14615 -0.87092 -3.41525 0.23
H -4.45033 1.50362 -2.35431 0.23
H -3.51032 3.62112 -0.11495 0.42
H -2.59661 0.50310 1.48980 0.25



(6)
81
Properties=species:S:1:pos:R:3:lowdin_spin:R:1 method="wB97M-V/def2-TZVPD" charge=+2 spin_multiplicity=4 homo_lumo_gap_ev="6.83 / 4.61" lumo_energy_ha="-0.209 / -0.300" relative_energy_kcal_mol=37.8 homo_energy_ev="-12.5 / -12.8"
Pd 0.34269 1.39930 -0.47801 0.59
C -4.41200 3.26336 0.75557 0.01
O -3.48266 4.17863 0.12114 0.19
C -2.30547 3.59543 -0.02164 0.38
N -2.37970 2.16183 0.26503 0.05
C -3.87400 1.88664 0.39976 0.00
C -4.19919 0.79997 1.38449 0.00
C -3.61017 0.75622 2.64661 0.00
C -3.98182 -0.22081 3.55487 0.00
C -4.94637 -1.15876 3.20937 0.00
C -5.53425 -1.12094 1.95372 0.00
C -5.15840 -0.14540 1.04083 0.00
C -1.11438 4.31966 -0.22263 0.03
C -1.13978 5.72527 -0.35145 0.09
C 0.04448 6.39925 -0.51347 0.00
C 1.24554 5.68601 -0.55291 0.10
C 1.18451 4.31622 -0.43074 0.01
N 0.04293 3.63588 -0.27430 0.19
C 2.39109 3.46516 -0.44578 0.00
N 2.34938 2.21968 -0.15412 0.02
C 3.71204 1.66762 -0.33518 0.01
C 4.53575 2.92189 -0.73295 0.00
O 3.54758 4.00335 -0.76342 0.01
C 3.76855 0.58381 -1.38316 0.02
C 4.65815 -0.47494 -1.22799 0.01
C 4.75416 -1.45761 -2.20331 0.00
C 3.95956 -1.39066 -3.34176 0.01
C 3.07545 -0.33528 -3.50410 0.00
C 2.98112 0.64933 -2.53001 0.01
H -5.40308 3.45113 0.36006 0.00
H -4.40681 3.44031 1.83063 0.00
H -4.20332 1.60474 -0.59734 0.00
H -2.88876 1.50441 2.97199 0.00
H -3.52066 -0.24449 4.53285 0.00
H -5.24476 -1.91421 3.92582 0.00
H -6.28913 -1.84894 1.68279 0.00
H -5.62417 -0.11369 0.06040 0.00
H -2.08904 6.24246 -0.30920 0.01
H 0.05097 7.47683 -0.61072 0.00
H 2.19883 6.17792 -0.68999 0.00
H 4.03643 1.27225 0.62498 0.00
H 4.97071 2.84363 -1.72363 0.00
H 5.30161 3.18440 -0.01040 0.00
H 5.27965 -0.53002 -0.33859 0.00
H 5.45020 -2.27728 -2.07392 0.00
H 4.03637 -2.15682 -4.10300 0.00
H 2.46525 -0.27290 -4.39736 0.00
H 2.31818 1.48588 -2.69565 0.00
C -1.69164 1.22277 -0.71930 0.09
Ge 0.93926 -0.80894 0.34255 0.57
C -0.08408 -1.39609 1.90024 0.15
C -0.91464 -2.51400 1.79863 0.03
C -1.36925 -3.13427 2.95359 0.01
C -1.00571 -2.64336 4.20310 0.02
C -0.20349 -1.51212 4.30977 0.00
C 0.25820 -0.88803 3.15997 0.03
C 0.64884 -2.11099 -1.08867 0.14
C -0.20101 -1.79646 -2.12881 0.05
C -0.47797 -2.73448 -3.14245 0.00
C 0.14058 -3.95293 -3.12661 0.04
C 1.05585 -4.29672 -2.09855 0.00
C 1.72348 -5.54465 -2.08782 0.01
C 2.62296 -5.84750 -1.10709 0.00
C 2.88738 -4.92233 -0.07419 0.01
C 2.24744 -3.71788 -0.05109 0.01
C 1.32096 -3.36503 -1.06235 0.02
H -2.10331 0.24017 -0.50450 0.02
H -1.99868 1.53827 -1.71222 0.01
H -1.94749 1.98448 1.17130 0.01
H -1.18185 -2.91572 0.82802 0.00
H -1.99894 -4.01293 2.87734 0.00
H -1.34691 -3.14823 5.09907 0.00
H 0.07910 -1.13455 5.28482 0.00
H 0.90746 -0.02352 3.23861 0.00
H -0.65794 -0.81712 -2.18187 0.01
H -1.17705 -2.48649 -3.93233 0.00
H -0.05325 -4.67269 -3.91445 0.00
H 1.50166 -6.26062 -2.87087 0.00
H 3.13215 -6.80239 -1.11442 0.00
H 3.59946 -5.17379 0.70097 0.00
H 2.45515 -3.00749 0.74545 0.01



(7)
15
Properties=species:S:1:pos:R:3:nbo_charge:R:1 method="wB97M-V/def2-TZVPD" homo_lumo_gap_ev=9.54 lumo_energy_ha=0.034 relative_energy_kcal_mol=98.1 homo_energy_ev=-8.6
N -1.09610 -1.11816 0.87558 -0.94
C -0.40674 -1.27163 -0.65998 -0.37
C 0.84187 -0.35366 -0.59172 -0.43
C 0.50069 1.15714 -0.46858 -0.22
N 0.13946 1.61825 0.85563 -0.87
H -1.10207 -2.11849 1.01308 0.38
H -0.48251 1.04169 1.37689 0.39
H -0.18173 -2.32608 -0.69663 0.23
H -1.32480 -0.49317 -0.07284 0.46
H 1.49679 -0.44439 -1.46687 0.21
H 1.36941 -0.47828 0.34615 0.22
H 1.29707 1.80137 -0.83695 0.20
H -0.26319 1.42530 -1.21949 0.16
H -0.89786 -1.11357 -1.63968 0.21
H 0.88201 2.01327 1.39608 0.36



(8)
43
Properties=species:S:1:pos:R:3:nbo_charge:R:1 method="wB97M-V/def2-TZVPD" charge=+1 homo_lumo_gap_ev=8.36 lumo_energy_ha=-0.122 relative_energy_kcal_mol=0.0 homo_energy_ev=-11.7
N -5.15905 3.76249 -0.72823 -0.59
N -4.40442 3.24465 0.35602 -0.36
C -3.10662 3.22708 0.35834 0.64
N -2.40770 2.75741 1.50085 -0.56
C -1.06053 2.38325 0.90050 -0.06
C 0.04293 2.34844 1.95285 -0.43
C 0.77420 1.02860 2.09760 -0.05
C 1.89868 0.98536 2.90993 -0.20
C 2.59669 -0.18348 3.11823 -0.19
C 2.19447 -1.35629 2.50168 -0.21
C 1.09715 -1.33302 1.66500 -0.22
C 0.40193 -0.15024 1.47860 -0.18
C -0.87982 3.36656 -0.24275 0.11
N 0.05058 2.97794 -1.28911 -0.47
C -0.27178 2.01144 -1.96974 0.19
S -0.49710 0.59159 -2.55390 0.18
N -2.29661 3.64768 -0.62680 -0.57
H -4.73722 3.44473 -1.59698 0.36
H -6.06824 3.30991 -0.69297 0.39
H -4.91053 2.90478 1.16051 0.43
H -2.83338 1.83665 1.61900 0.39
H -1.28505 1.43928 0.39326 0.20
H 0.74181 3.16854 1.77379 0.24
H -0.43135 2.58042 2.90984 0.25
H 2.27348 1.87169 3.41164 0.21
H 3.46516 -0.21702 3.76281 0.22
H 2.70825 -2.29761 2.64823 0.22
H 0.74613 -2.22363 1.15911 0.24
H -0.45214 -0.19309 0.81196 0.18
H -0.51915 4.33802 0.10168 0.22
H -2.62560 3.33978 -1.53828 0.42
C 2.46421 -4.05071 -0.94146 -0.25
C 3.41825 -4.46048 -1.77290 -0.20
C 3.10887 -4.82773 -3.17839 0.47
O 3.97452 -5.20137 -3.93570 -0.46
C 1.69414 -4.71833 -3.61825 -0.22
C 0.74194 -4.30813 -2.78476 -0.24
C 1.05319 -3.94155 -1.38278 0.49
O 0.18218 -3.56365 -0.62305 -0.52
H 2.66947 -3.77924 0.08632 0.23
H 4.45418 -4.54627 -1.47083 0.24
H 1.48871 -4.99075 -4.64559 0.24
H -0.29481 -4.22368 -3.08531 0.23